{
  "formula": "C3H9NO2",
  "method": "the ωB97M-V functional and the def2-TZVPD basis",
  "smiles": "CC(=O)O.CN",
  "e_homo_ev": -9.7,
  "total_energy_ev": -8841.3258,
  "multiplicity": 1,
  "orbital_gap_ev": 10.59,
  "species": ["C", "C", "O", "O", "H", "H", "H", "H", "C", "N", "H", "H", "H", "H", "H"],
  "coordinates": [[-0.45189, 1.87624, 0.74793], [-0.59349, 1.28758, -0.61652], [-1.58968, 0.83431, -1.14726], [0.42220, 1.63557, -1.53150], [-0.91024, 1.33375, 1.53345], [-0.95894, 2.92167, 0.84197], [0.67520, 2.10614, 0.87829], [0.71964, 0.81980, -1.99544], [0.23399, -1.81821, 0.74122], [0.66457, -1.57541, -0.65930], [-0.44338, -1.09102, 1.02898], [1.06178, -1.58467, 1.48974], [-0.18388, -2.82364, 0.94776], [1.43988, -2.23039, -0.90022], [-0.08576, -1.69173, -1.35909]],
  "forces_ev_per_angstrom": [[1.964, 2.898, -0.243], [-1.483, 1.017, -3.564], [0.682, -0.479, 1.929], [0.770, -0.833, 1.445], [-0.121, -0.940, 0.588], [0.733, -1.746, -0.764], [-1.916, -0.646, 0.281], [-0.571, 0.677, 0.398], [1.999, -0.890, 0.048], [0.694, -0.755, -0.002], [-1.892, 1.292, 0.217], [-0.525, -0.718, -1.255], [0.264, 0.458, -0.093], [-1.032, 0.775, 0.158], [0.434, -0.111, 0.858]],
  "lowdin_charge": [-0.01, -0.55, 0.07, 0.01, 0.06, 0.13, 0.12, 0.11, -0.18, -0.07, 0.01, 0.09, 0.07, 0.07, 0.07]
}

{
  "formula": "C3H9NO2",
  "method": "the ωB97M-V functional and the def2-TZVPD basis",
  "smiles": "CC(=O)O.CN",
  "e_homo_ev": -9.3,
  "total_energy_ev": -8841.0078,
  "multiplicity": 1,
  "orbital_gap_ev": 9.78,
  "species": ["C", "C", "O", "O", "H", "H", "H", "H", "C", "N", "H", "H", "H", "H", "H"],
  "coordinates": [[-0.32125, -0.68198, 1.94301], [0.87946, 0.30317, 1.81792], [1.02664, 1.38158, 2.33654], [1.81109, -0.36893, 1.24869], [-0.10727, -1.20862, 2.84721], [-0.24947, -1.38324, 1.12909], [-1.33549, -0.14762, 2.00275], [2.66196, -0.03106, 0.73121], [-1.10164, 0.29825, -2.24970], [0.30183, 0.42166, -1.83892], [-1.22296, 0.36031, -3.41515], [-1.80875, 1.13289, -1.88531], [-1.63998, -0.68625, -2.02406], [0.77456, -0.44831, -1.64954], [0.33127, 1.05814, -0.99375]],
  "forces_ev_per_angstrom": [[-0.728, 2.247, -0.242], [-1.836, 1.099, 2.006], [-0.596, -0.037, -0.560], [4.876, -1.934, -3.984], [-0.190, -0.417, 0.767], [-0.330, -0.134, -0.278], [1.655, -0.826, -0.056], [-2.839, -0.009, 2.308], [-2.071, -0.338, -2.040], [-0.869, 1.801, 1.362], [0.499, -0.012, 1.939], [1.498, -1.177, -0.203], [0.922, 1.160, 0.177], [-0.261, -0.081, 0.150], [0.271, -1.342, -1.346]],
  "lowdin_charge": [0.01, -0.64, 0.09, 0.06, 0.07, 0.06, 0.11, 0.21, -0.24, -0.08, 0.08, 0.08, 0.07, 0.04, 0.07]
}

{
  "formula": "C3H9NO2S",
  "method": "the ωB97M-V functional and the def2-TZVPD basis",
  "charge": -2,
  "e_homo_ev": 0.6,
  "total_energy_ev": -19675.4822,
  "multiplicity": 1,
  "orbital_gap_ev": 5.64,
  "species": ["C", "O", "C", "C", "S", "N", "H", "H", "H", "H", "H", "H", "H", "H", "H", "O"],
  "coordinates": [[-0.97430, -0.25682, 0.28586], [-1.29764, -1.61458, 0.31919], [0.30514, 0.07663, -0.50327], [0.79870, 1.53656, -0.29560], [0.60797, 2.41667, 1.32290], [1.36578, -0.91105, -0.17047], [-1.75204, 0.39202, -0.14006], [-0.81580, 0.09244, 1.31307], [0.11058, -0.03678, -1.57162], [0.38446, 2.14852, -1.09163], [1.87134, 1.51427, -0.44056], [1.05201, -1.47904, 0.60329], [1.44936, -1.52117, -0.96680], [-1.32766, -2.09825, -0.63768], [-1.68548, -3.65385, -1.85868], [-1.36540, -2.75010, -1.94316]],
  "forces_ev_per_angstrom": [[0.413, 0.234, -0.231], [-0.207, -0.399, -0.184], [0.314, -0.123, 0.777], [0.108, -0.080, 0.409], [-0.177, -0.063, -0.085], [0.295, 0.658, -0.140], [-0.353, -0.078, -0.001], [-0.016, -0.010, -0.087], [-0.143, -0.038, -0.106], [-0.262, 0.232, -0.135], [0.268, -0.152, -0.365], [-0.172, -0.154, -0.036], [-0.108, -0.403, 0.041], [0.001, 0.411, 0.229], [-0.006, 0.003, 0.070], [0.044, -0.038, -0.156]],
  "lowdin_charge": [-0.34, -0.20, -0.45, -0.73, -0.03, 0.02, 0.10, 0.06, 0.12, 0.01, 0.00, 0.05, 0.04, -0.01, -0.14, -0.49]
}

{
  "formula": "C3H9NO2S",
  "method": "the ωB97M-V functional and the def2-TZVPD basis",
  "smiles": "N[C@H](C=O)CS.O",
  "e_homo_ev": -9.8,
  "total_energy_ev": -19676.2471,
  "multiplicity": 1,
  "orbital_gap_ev": 10.28,
  "species": ["N", "C", "C", "O", "C", "S", "H", "H", "H", "H", "H", "H", "H", "O", "H", "H"],
  "coordinates": [[-0.90340, 1.73400, -0.80097], [-1.33263, 0.42245, -0.22596], [-1.61422, 0.73208, 1.23694], [-2.57557, 0.50535, 1.89813], [-0.27758, -0.66581, -0.29061], [0.88378, -0.74008, -1.72424], [-1.77167, 2.14355, -1.16993], [-0.50682, 1.54549, -1.73360], [-2.17450, 0.13677, -0.87136], [-0.79463, 1.44538, 1.52362], [0.40701, -0.53154, 0.55192], [-0.79343, -1.62180, -0.25239], [1.66068, 0.27985, -1.36386], [3.25068, -2.00647, 1.41254], [2.68287, -2.08630, 0.63765], [3.85945, -1.29291, 1.17212]],
  "forces_ev_per_angstrom": [[-0.412, -0.218, -1.088], [-0.449, 0.504, -1.890], [0.511, 1.410, -0.854], [-0.324, -0.550, 0.235], [1.048, 0.351, 0.177], [-0.704, -0.187, -0.021], [0.154, 0.311, 0.861], [0.580, -0.269, 0.648], [-0.287, -0.528, 0.918], [-0.168, -0.481, 0.618], [-0.257, -0.412, 0.175], [0.295, -0.135, 0.167], [0.047, 0.189, 0.129], [0.108, 0.345, -0.217], [-0.017, -0.088, -0.014], [-0.127, -0.241, 0.156]],
  "lowdin_charge": [0.01, -0.43, -0.26, 0.09, -0.50, 0.70, 0.08, 0.04, 0.14, 0.13, 0.07, 0.08, -0.14, -0.07, 0.01, 0.04]
}

{
  "formula": "C3H9NO2S",
  "method": "the ωB97M-V functional and the def2-TZVPD basis",
  "e_homo_ev": -9.0,
  "total_energy_ev": -19676.0644,
  "multiplicity": 1,
  "orbital_gap_ev": 9.78,
  "species": ["C", "C", "C", "N", "O", "O", "S", "H", "H", "H", "H", "H", "H", "H", "H", "H"],
  "coordinates": [[-0.74982, 0.99560, -0.93618], [-1.52881, -0.52697, 0.75584], [0.66201, -0.79449, -0.22838], [-0.37576, 0.12746, 0.16472], [2.03065, 0.98365, 1.06468], [3.30893, -0.82438, -0.13409], [2.28518, 0.16822, -0.35104], [-1.20987, 0.44213, -1.76732], [-1.46204, 1.73747, -0.57754], [0.13468, 1.51000, -1.30856], [-2.04989, -1.18689, 0.04840], [-1.20608, -1.11673, 1.61223], [-2.22742, 0.23414, 1.10136], [0.82646, -1.54689, 0.54191], [0.48556, -1.28738, -1.19422], [1.07622, 1.08505, 1.20818]],
  "forces_ev_per_angstrom": [[-0.137, 0.101, -0.025], [-0.004, -0.055, 0.075], [0.394, 0.561, 0.038], [-0.002, -0.079, -0.002], [0.806, -0.164, -0.396], [0.702, -0.618, 0.257], [-1.389, 0.349, 0.289], [0.014, -0.020, -0.012], [0.004, 0.053, -0.058], [-0.040, 0.080, -0.081], [-0.008, 0.004, -0.015], [-0.047, -0.031, 0.026], [-0.045, -0.025, 0.014], [0.157, 0.043, 0.032], [0.082, 0.054, -0.029], [-0.486, -0.254, -0.113]],
  "lowdin_charge": [-0.10, -0.09, -0.30, -0.37, -0.31, -0.47, 0.88, 0.09, 0.09, 0.07, 0.09, 0.09, 0.09, 0.10, 0.10, 0.04]
}

{
  "formula": "C3H9NO2S",
  "method": "the ωB97M-V functional and the def2-TZVPD basis",
  "e_homo_ev": [-5.0, -10.6],
  "total_energy_ev": -19669.7461,
  "multiplicity": 3,
  "orbital_gap_ev": [5.46, 8.61],
  "species": ["C", "C", "C", "N", "O", "O", "S", "H", "H", "H", "H", "H", "H", "H", "H", "H"],
  "coordinates": [[1.03942, 1.32821, 0.39512], [0.71240, -0.70752, -0.68568], [-1.36186, -1.14061, 0.07993], [1.32746, -0.07763, 0.26841], [-2.01310, 1.10377, -1.09376], [-3.82189, 0.08230, 0.27708], [-2.38533, 0.31118, 0.04657], [0.37335, 1.76942, -0.32921], [0.54848, 1.49290, 1.35214], [1.98968, 1.86006, 0.38712], [0.90240, -1.78884, -0.77629], [0.39630, -0.06933, -1.54265], [-1.18457, -1.45939, 1.14177], [-1.98046, -1.96278, -0.38477], [1.70864, -0.35910, 1.12137], [-1.80970, 1.30572, 1.05356]],
  "forces_ev_per_angstrom": [[0.608, 0.907, 0.903], [0.658, -2.762, -4.683], [-4.380, -1.047, 2.582], [0.207, 3.860, 1.657], [-0.013, -0.353, -1.113], [2.305, -0.250, -0.019], [-0.334, 2.452, 1.503], [-0.037, -0.422, -0.619], [0.111, 0.261, 0.288], [-0.043, 0.405, 0.036], [-0.208, 0.638, -0.233], [0.216, -0.937, 0.719], [0.397, 0.569, -0.973], [1.067, 0.850, -0.236], [0.547, -1.724, 0.920], [-1.100, -2.448, -0.731]],
  "mulliken_spin": [0.00, 0.84, 0.81, 0.32, 0.02, 0.07, 0.01, 0.00, 0.02, 0.00, -0.06, -0.04, -0.01, 0.03, -0.01, 0.00]
}

{
  "formula": "C3H9NO2S",
  "method": "the ωB97M-V functional and the def2-TZVPD basis",
  "charge": 1,
  "e_homo_ev": [-14.2, -14.1],
  "total_energy_ev": -19668.5984,
  "multiplicity": 2,
  "orbital_gap_ev": [10.16, 4.92],
  "species": ["C", "C", "S", "C", "N", "O", "H", "H", "H", "H", "H", "H", "H", "H", "H", "O"],
  "coordinates": [[0.03542, -0.92539, 0.63989], [0.60494, -0.68431, -0.76834], [1.12648, -2.28348, -1.43272], [-0.59431, 0.36240, 1.14511], [-0.47471, 0.59815, 2.47684], [-1.11933, 1.17001, 0.40505], [-0.76057, -1.67076, 0.60852], [0.85896, -1.21393, 1.26775], [-0.11195, -0.32431, -1.51133], [1.52634, -0.09990, -0.73602], [2.19347, -2.56461, -0.65020], [-0.15463, -0.04149, 3.19201], [-0.77896, 1.52469, 2.72292], [-1.37558, 2.48340, -2.77145], [-0.25744, 1.88378, -1.87615], [-0.71812, 1.78575, -2.71188]],
  "forces_ev_per_angstrom": [[-0.226, -0.056, -0.684], [0.305, -0.657, -0.331], [-0.274, 0.060, -0.092], [0.044, 0.952, 0.655], [0.003, -0.093, -0.479], [0.368, -0.461, -0.207], [0.138, -0.194, 0.139], [0.094, -0.374, 0.561], [-0.036, 0.226, 0.214], [-0.179, 0.324, -0.019], [-0.025, 0.175, 0.073], [-0.027, 0.143, -0.375], [-0.175, -0.017, 0.458], [0.020, 0.065, 0.201], [-0.324, 0.462, 0.193], [0.293, -0.555, -0.306]],
  "mulliken_spin": [0.03, -0.02, 0.94, 0.02, 0.01, 0.03, 0.01, -0.01, 0.00, 0.02, -0.01, 0.00, 0.00, 0.00, 0.00, 0.00]
}

{
  "formula": "C3H9NO2S2",
  "method": "the ωB97M-V functional and the def2-TZVPD basis",
  "smiles": "CS(=O)(=O)SCCN",
  "e_homo_ev": -9.3,
  "total_energy_ev": -30509.6302,
  "multiplicity": 1,
  "orbital_gap_ev": 9.61,
  "species": ["C", "S", "O", "O", "S", "C", "C", "N", "H", "H", "H", "H", "H", "H", "H", "H", "H"],
  "coordinates": [[2.09998, -0.57673, 1.32154], [1.33260, -0.27958, -0.17876], [0.29358, -1.33973, -0.33258], [2.31166, 0.05463, -1.19583], [0.06289, 1.45568, 0.01278], [-1.28411, 0.46513, 0.63088], [-2.39400, 0.04045, -0.39893], [-3.50480, -0.79034, 0.10322], [2.65378, 0.25522, 1.78488], [2.52756, -1.55990, 0.94003], [1.14948, -0.75512, 2.00343], [-1.60216, 1.29318, 1.38969], [-1.01012, -0.67345, 1.02031], [-2.80654, 1.05084, -0.91518], [-2.00231, -0.68555, -1.16560], [-3.82450, -1.43620, -0.65914], [-4.25263, -0.06654, 0.44101]],
  "forces_ev_per_angstrom": [[-2.163, -1.378, 1.682], [-3.102, 1.086, -2.725], [3.159, 0.945, -0.289], [-0.495, -0.747, 0.729], [1.385, -1.515, -0.391], [-1.912, -1.543, 1.756], [-0.520, 1.311, -2.109], [-1.299, 2.104, 0.927], [0.354, -0.696, -0.790], [0.362, 1.034, 1.621], [2.138, -0.065, -1.118], [-0.489, -2.273, -0.716], [-0.301, 3.635, -0.064], [1.018, -2.242, 0.757], [0.595, 1.562, 0.488], [-0.014, 1.334, 1.228], [1.285, -2.553, -0.985]],
  "lowdin_charge": [-0.20, 0.41, -0.43, -0.37, 0.72, -0.61, -0.39, -0.06, 0.08, 0.10, 0.11, 0.07, 0.13, 0.13, 0.11, 0.08, 0.11]
}

{
  "formula": "C3H9NO3",
  "method": "the ωB97M-V functional and the def2-TZVPD basis",
  "e_homo_ev": -9.0,
  "total_energy_ev": -10882.9835,
  "multiplicity": 1,
  "orbital_gap_ev": 8.93,
  "species": ["C", "N", "O", "O", "H", "H", "H", "H", "H", "C", "C", "O", "H", "H", "H", "H"],
  "coordinates": [[-2.20713, -1.00611, 1.22965], [-1.28124, -0.48854, 0.22982], [-0.36231, -1.35640, -0.02869], [-0.32524, 0.83966, 1.23214], [0.43462, -0.63421, -0.52291], [0.08533, 0.33845, 1.95580], [-1.70445, -1.62672, 1.97478], [-2.71500, -0.15746, 1.68009], [-2.93005, -1.61456, 0.67817], [1.35388, 0.47206, -0.77541], [1.15632, 1.11351, -1.93431], [2.60480, 0.15693, -0.28002], [3.29722, 0.46647, -0.88145], [0.48412, 0.72393, 0.28243], [1.96370, 1.44434, -2.58594], [0.14542, 1.32866, -2.25416]],
  "forces_ev_per_angstrom": [[0.104, 0.029, 0.033], [0.476, -0.168, -0.065], [-0.295, 0.510, 0.204], [0.010, -0.363, -0.233], [-0.181, 0.002, 0.114], [-0.043, 0.038, -0.073], [0.002, 0.046, -0.067], [0.026, -0.030, -0.025], [0.068, 0.052, -0.006], [0.104, 0.138, -0.274], [0.104, -0.150, 0.236], [-0.025, 0.079, -0.141], [-0.113, -0.015, 0.038], [-0.246, -0.127, 0.185], [-0.002, -0.024, 0.042], [0.012, -0.015, 0.031]],
  "lowdin_charge": [-0.07, -0.09, -0.07, -0.14, 0.10, 0.07, 0.09, 0.09, 0.10, -0.38, 0.03, -0.02, 0.09, 0.08, 0.06, 0.06]
}

{
  "formula": "C3H9NO3",
  "method": "the ωB97M-V functional and the def2-TZVPD basis",
  "e_homo_ev": -9.6,
  "total_energy_ev": -10888.2469,
  "multiplicity": 1,
  "orbital_gap_ev": 9.85,
  "species": ["H", "O", "N", "H", "H", "H", "C", "H", "C", "O", "O", "H", "C", "H", "H", "H"],
  "coordinates": [[1.59615, 0.63202, -0.19714], [1.82622, 1.88716, -0.10135], [1.04516, -0.39076, -0.51294], [1.81975, 2.19738, -0.98504], [1.64314, -1.22794, -0.22410], [0.59094, -0.27022, -1.45348], [-0.23716, -0.49714, 0.39664], [0.14723, -0.72268, 1.47536], [-1.03555, 0.87489, 0.38841], [-2.21863, 0.83388, 0.42550], [-0.46206, 1.97600, 0.43808], [0.56115, 2.27171, 0.42733], [-1.12918, -1.66511, 0.04587], [-0.57412, -2.58948, 0.06612], [-1.98369, -1.65831, 0.79603], [-1.58936, -1.65140, -0.98530]],
  "forces_ev_per_angstrom": [[0.002, 1.651, -0.489], [0.901, -0.549, 1.648], [-1.986, -1.702, 1.820], [0.190, 0.626, -1.339], [-1.183, 1.231, -1.748], [1.587, -0.942, 0.778], [1.392, 0.396, 1.068], [-0.503, 0.824, -1.815], [0.859, -2.358, 0.516], [-2.907, -1.234, -0.197], [1.374, 4.037, 0.596], [0.108, -1.967, -0.788], [-1.543, 0.165, -0.454], [0.182, -0.432, 0.421], [1.105, -0.239, -1.038], [0.423, 0.493, 1.019]],
  "lowdin_charge": [0.02, -0.22, 0.10, 0.00, 0.16, 0.16, -0.25, 0.18, -0.63, 0.10, 0.11, 0.08, -0.09, 0.06, 0.11, 0.10]
}

Energy relative to the best compared isomer or geometry (same formula, charge and spin): 37.6; 44.9; 13.4; 49.9; 54.2; 56.4; 12.6; 86.1; 175.2; 53.8 (kcal per mole)